# C6H16N2

An isolated molecule of C6H16N2 (ωB97M-V/def2-TZVPD, OMol25).

Its LUMO energy is 1.053 eV. As for the maximum force: 0.1113 Eh/bohr. As for the total energy: -9459.46675 eV. The HOMO-LUMO gap comes out at 0.3062 hartree. Its energy above the lowest of the compared OMol25 structures with the same formula, charge and spin is 251.6 kJ/mol. The structure (SMILES) is CC(C)[C@H](N)N(C)C. Its HOMO energy is -7.28 eV.

```
24
Properties=species:S:1:pos:R:3:forces:R:3
C 0.62526 -0.71028 -0.12344 -5.63 -0.21 -0.38
C 0.65056 0.76812 -0.13624 5.68 0.67 0.33
C -1.77941 -1.15364 1.14304 0.29 0.08 -0.03
C -1.96375 -0.29287 -1.08506 0.72 0.05 -0.08
C 0.21599 1.50531 1.11647 -0.29 -0.15 -0.17
C 2.40146 0.95555 -0.17648 -2.45 1.16 -0.31
N -1.10343 -0.92244 -0.11307 1.67 -1.29 0.66
N 1.05147 -1.42098 -1.25130 -0.02 0.07 0.59
H 0.99806 -1.14545 0.80348 -0.18 0.06 -0.02
H 0.29574 1.22617 -1.05895 -0.14 -0.23 0.02
H 1.94663 -1.87784 -1.16690 -0.29 0.19 -0.74
H 0.61693 -1.10518 -2.10704 0.84 -0.38 -0.11
H -2.68276 -1.76752 1.00313 0.11 0.08 -0.08
H -2.10143 -0.22332 1.64013 -0.09 0.03 0.08
H -1.14494 -1.69522 1.85308 0.04 0.07 -0.16
H -2.34698 0.68808 -0.76316 -0.07 0.15 0.00
H -1.44488 -0.14267 -2.04013 -0.02 0.01 0.11
H -2.83453 -0.92667 -1.31548 0.16 0.04 0.18
H 0.52875 0.97852 2.02180 -0.01 -0.07 -0.08
H 0.66866 2.50086 1.15315 -0.13 -0.10 -0.08
H -0.86836 1.61455 1.15075 -0.02 0.03 0.07
H 2.53369 2.03552 -0.27085 0.31 -0.02 0.10
H 2.85660 0.62498 0.75886 -0.22 -0.11 -0.02
H 2.88066 0.48641 -1.03579 -0.26 -0.13 0.11
```
Forces are in eV/Å.